# C2H8AgBrN4O2

C2H8AgBrN4O2 as an isolated structure at a distorted geometry (ωB97M-V with the def2-TZVPD basis set, OMol25).

* total energy: -3171.5485 a.u.
* LUMO: -2.47 eV
* gap between HOMO and LUMO: 6.76 eV

Element x y z (Å)
Ag  12.6571  -2.3776  32.6166
Br  10.0429  -3.3773  32.0240
C  6.3607  -2.8666  34.1222
O  7.1441  -1.9852  34.4679
N  6.3989  -3.4616  32.8826
N  5.2824  -3.2224  34.8646
H  7.2180  -3.1316  32.3829
H  6.2202  -4.4485  32.8102
H  4.6099  -3.8627  34.4937
H  5.0593  -2.6491  35.6582
C  9.7683  -3.8071  27.6633
O  10.1226  -4.2334  26.5655
N  10.3159  -4.3007  28.8228
N  8.8723  -2.8104  27.8046
H  10.0163  -3.9657  29.7312
H  10.6737  -5.2272  28.6749
H  8.6736  -2.4173  28.7060
H  8.3756  -2.5166  26.9853


# C4H5N3O

An isolated molecule of C4H5N3O at a distorted geometry (ωB97M-V with the def2-TZVPD basis set, OMol25).

* SMILES: CO/N=C1\C=NC=N1
* total energy: -394.7366 a.u.
* LUMO: -0.99 eV
* gap between HOMO and LUMO: 8.96 eV

Element x y z (Å)
C  -2.5897  -0.1589  0.0428
O  -1.4358  0.5418  0.1737
N  -0.5829  -0.5755  -0.2045
C  0.6373  -0.2913  -0.2731
C  1.2323  1.0986  -0.1134
N  2.4568  0.9571  0.0657
C  2.7187  -0.5159  0.0377
N  1.6968  -1.2195  0.0630
H  -2.6403  -1.1837  -0.6926
H  -2.9201  -0.5554  0.9944
H  -3.2278  0.7818  -0.1991
H  0.9356  2.0720  -0.3493
H  3.7192  -0.9510  0.4546


# C5H15NO2

A 3-piece molecular cluster, C5H15NO2 overall at a distorted geometry (ωB97M-V with the def2-TZVPD basis set, OMol25).

* charge: +1
* total energy: -404.4141 a.u.
* LUMO (alpha / beta): -4.00 / -7.41 eV
* multiplicity: 2
* gap between HOMO and LUMO (alpha / beta): 10.72 / 7.47 eV

Element x y z (Å)
C  -1.1212  -0.5362  1.6729
C  -1.7485  0.6443  0.9325
C  -0.7546  1.8241  0.8787
C  0.3429  1.4203  -0.0281
C  0.1425  1.1734  -1.3743
N  1.0471  0.4825  -2.0737
H  -0.1005  -0.6321  1.2637
H  -1.6492  -1.4736  1.5369
H  -0.9910  -0.2208  2.6966
H  -2.0766  0.3777  -0.0755
H  -2.5726  1.0608  1.5240
H  -1.2802  2.7716  0.7690
H  -0.3827  1.9226  1.9038
H  1.3010  1.2815  0.4407
H  -0.7339  1.4298  -1.9541
H  1.7960  0.1727  -1.4585
H  1.3758  0.8105  -2.9758
H  -0.7453  -2.8345  -1.8204
H  0.0164  -1.4818  -1.6100
O  -0.0488  -2.2653  -2.1544
H  2.5381  -2.6062  0.1771
H  3.2156  -1.3942  0.8858
O  2.4298  -1.9270  0.8431


# C39H30N8SeTi

C39H30N8SeTi as an isolated structure at a distorted geometry (ωB97M-V with the def2-TZVPD basis set, OMol25).

* charge: +2
* total energy: -5192.7138 a.u.
* LUMO (alpha / beta): -6.31 / -6.31 eV
* gap between HOMO and LUMO (alpha / beta): 6.49 / 6.49 eV

Element x y z (Å)
Ti  11.8843  10.7804  12.4981
C  15.6506  13.0006  13.8499
C  14.6686  12.5389  13.0118
N  13.4375  12.2093  13.4339
C  13.1344  12.4395  14.7401
C  14.0988  12.8091  15.6707
C  15.4023  13.0884  15.1766
C  13.7619  12.9199  17.0616
C  12.4747  12.6119  17.3402
C  11.4962  12.2285  16.4336
C  11.8270  12.2294  15.1278
N  11.0349  11.7853  14.0563
C  9.7172  12.1800  14.0929
C  9.1645  13.2002  14.8676
C  7.7803  13.5250  14.7366
C  6.9350  12.8338  13.9703
C  7.5168  11.8575  13.1355
C  6.7031  11.1280  12.1615
C  7.3437  10.1889  11.3681
C  8.7156  10.0167  11.4485
N  9.4814  10.6229  12.3254
C  8.8804  11.5749  13.1445
H  16.6263  13.2107  13.4444
H  14.8324  12.3581  11.9892
H  16.1983  13.3614  15.9013
H  14.4708  13.1892  17.8292
H  12.0549  12.6439  18.3510
H  10.5039  11.9195  16.7678
H  9.7414  13.8406  15.5698
H  7.4471  14.3470  15.2929
H  5.9319  13.1566  13.8313
H  5.6345  11.2859  12.1686
H  6.8138  9.5568  10.6434
H  9.0868  9.1871  10.8166
C  10.4651  8.7062  14.1880
N  11.7444  8.9903  13.5395
C  12.8301  9.1603  14.5917
C  12.1114  7.8002  12.6692
C  11.6200  7.9826  11.2046
C  11.2589  6.9333  10.3837
C  10.8704  7.1866  9.1011
C  10.8605  8.4699  8.6289
C  11.1812  9.5527  9.4814
C  11.5221  9.3220  10.8018
H  10.5466  7.8796  14.9600
H  9.6610  8.3673  13.5279
H  10.0652  9.6033  14.6384
H  12.9266  8.1715  14.9550
H  12.4147  9.8162  15.3579
H  13.7273  9.5551  14.1855
H  11.7519  6.8050  13.1144
H  13.1746  7.6783  12.6979
H  11.2288  5.8903  10.6928
H  10.6603  6.3319  8.4354
H  10.6270  8.6508  7.6056
H  11.0189  10.5635  9.0848
Se  15.4845  12.3271  5.7720
N  15.8626  11.1741  7.0471
C  14.9530  11.4105  8.0078
C  14.9052  10.7328  9.2665
C  15.8531  9.7573  9.6207
C  15.7820  9.0557  10.7672
C  14.7595  9.4081  11.6443
N  13.8448  10.3460  11.3791
C  13.9157  11.0076  10.1680
C  12.8578  12.0468  9.9206
N  11.8886  12.2051  10.8326
C  10.9295  13.1542  10.5939
C  10.9453  13.9010  9.4416
C  11.9933  13.7808  8.5221
C  12.9130  12.7462  8.7461
C  13.9927  12.4670  7.7482
N  14.1156  13.1619  6.6176
H  16.6189  9.5447  8.8907
H  16.3643  8.2784  11.1336
H  14.6714  8.8400  12.5616
H  10.1429  13.2576  11.3024
H  10.1971  14.6473  9.2635
H  12.0672  14.3796  7.6614


# C21H45ClN2O18P3S

A 7-piece molecular cluster, C21H45ClN2O18P3S overall at a distorted geometry (ωB97M-V with the def2-TZVPD basis set, OMol25).

* charge: -1
* total energy: -4173.4707 a.u.
* LUMO: 2.42 eV
* gap between HOMO and LUMO: 7.93 eV

Element x y z (Å)
Cl  0.9497  0.6965  -1.0096
O  0.3945  0.4532  -2.3186
O  -0.0831  1.2388  -0.1560
O  1.4899  -0.5133  -0.4450
O  1.9903  1.6846  -1.1622
C  6.2718  0.9992  0.7011
C  6.5913  -0.0559  1.7698
C  5.7827  0.3331  3.0262
S  4.1084  0.4932  2.3089
O  3.3819  1.4808  3.1398
O  3.5988  -0.8573  1.9563
C  4.7628  1.2642  0.7454
H  6.5933  0.7395  -0.3073
H  6.7903  1.9363  0.9100
H  7.6504  -0.0966  2.0273
H  6.3386  -1.0392  1.3731
H  6.0740  1.2906  3.4545
H  5.6932  -0.4859  3.7389
H  4.5182  2.3257  0.7796
H  4.2013  0.8979  -0.1139
C  -1.9862  2.0817  1.7903
O  -2.4263  2.4311  3.1224
P  -1.3441  2.6718  4.2690
O  -0.7704  1.4066  4.8215
O  -0.3488  3.7931  3.5698
C  0.8939  3.2710  3.0334
O  -2.2146  3.5184  5.3036
C  -3.0690  4.5621  4.9517
H  -1.0325  1.5587  1.7230
H  -1.9698  2.9908  1.1902
H  -2.6603  1.3698  1.3162
H  1.7559  3.7123  3.5352
H  1.0650  3.5525  1.9939
H  1.0551  2.1958  3.0955
H  -3.1991  4.9013  3.9248
H  -2.7305  5.4116  5.5492
H  -4.0752  4.4321  5.3544
C  -3.3429  -3.5705  2.1363
O  -1.9616  -3.7408  2.0528
P  -1.0558  -3.0802  0.8644
O  0.2768  -3.6987  0.7210
O  -1.9960  -3.2268  -0.4663
C  -1.5777  -2.6804  -1.7140
O  -1.0685  -1.4864  1.1806
C  -0.5004  -0.9079  2.3579
H  -3.6033  -2.5771  2.5117
H  -3.7637  -4.1995  2.9206
H  -3.8212  -3.6601  1.1611
H  -2.0621  -1.7113  -1.8518
H  -1.7513  -3.3568  -2.5476
H  -0.5485  -2.3161  -1.7341
H  -1.2193  -0.7182  3.1552
H  0.1410  -0.0606  2.1231
H  0.1729  -1.6266  2.8303
C  -0.0308  -6.3982  -1.2109
O  -0.2491  -5.3464  -2.2012
P  1.0552  -4.5952  -2.7270
O  1.7400  -3.7580  -1.7323
O  1.9889  -5.7572  -3.2573
C  1.5961  -6.5795  -4.3555
O  0.4191  -3.7901  -4.0036
C  0.7785  -2.4703  -4.3713
H  -0.4718  -5.9122  -0.3419
H  1.0197  -6.6367  -1.0491
H  -0.5379  -7.3349  -1.4410
H  2.1487  -6.3350  -5.2633
H  0.5281  -6.5407  -4.5701
H  1.8459  -7.6295  -4.1980
H  1.2825  -2.4492  -5.3376
H  1.3427  -1.9246  -3.6148
H  -0.1620  -1.9313  -4.4921
N  -2.0097  5.9800  -3.2256
C  -0.8907  6.0962  -4.0506
C  0.0514  5.1938  -3.5891
C  -0.5115  4.4525  -2.5412
C  -1.7634  4.9629  -2.3913
H  -2.8283  6.5649  -3.2363
H  -0.8510  6.9366  -4.7262
H  1.0542  5.1625  -3.9875
H  -0.1343  3.6574  -1.9167
H  -2.5586  4.6531  -1.7286
N  -2.9603  0.7269  -1.2922
C  -3.5182  -0.1531  -0.4277
C  -4.8546  0.2505  -0.2158
C  -5.0315  1.4009  -0.9491
C  -3.8901  1.6568  -1.6836
H  -1.9900  0.6560  -1.5642
H  -2.9296  -0.9878  -0.0784
H  -5.5579  -0.3198  0.3709
H  -5.9076  2.0311  -0.9083
H  -3.5720  2.4390  -2.3550


Repeat the first record exactly.
# C2H8AgBrN4O2

C2H8AgBrN4O2 as an isolated structure at a distorted geometry (ωB97M-V with the def2-TZVPD basis set, OMol25).

* total energy: -3171.5485 a.u.
* LUMO: -2.47 eV
* gap between HOMO and LUMO: 6.76 eV

Element x y z (Å)
Ag  12.6571  -2.3776  32.6166
Br  10.0429  -3.3773  32.0240
C  6.3607  -2.8666  34.1222
O  7.1441  -1.9852  34.4679
N  6.3989  -3.4616  32.8826
N  5.2824  -3.2224  34.8646
H  7.2180  -3.1316  32.3829
H  6.2202  -4.4485  32.8102
H  4.6099  -3.8627  34.4937
H  5.0593  -2.6491  35.6582
C  9.7683  -3.8071  27.6633
O  10.1226  -4.2334  26.5655
N  10.3159  -4.3007  28.8228
N  8.8723  -2.8104  27.8046
H  10.0163  -3.9657  29.7312
H  10.6737  -5.2272  28.6749
H  8.6736  -2.4173  28.7060
H  8.3756  -2.5166  26.9853


What is the formula in the second record? C4H5N3O


What is the formula in the first record? C2H8AgBrN4O2